(1)
{
  "formula": "C13H27HfNSi2",
  "method": "ωB97M-V/def2-TZVPD",
  "lumo_ev": -8.1,
  "multiplicity": 1,
  "total_charge": 2,
  "homo_ev": -15.255,
  "e_above_lowest_ev": 0.268,
  "e_tot_ev": -32453.1463,
  "symbols": ["Hf", "C", "H", "H", "H", "H", "H", "C", "Si", "C", "C", "C", "C", "C", "C", "C", "C", "N", "Si", "C", "C", "C", "H", "H", "H", "H", "H", "H", "H", "H", "H", "H", "H", "H", "H", "H", "H", "H", "H", "H", "H", "H", "H", "H"],
  "coordinates": [[-0.0758, 0.6866, 0.5340], [0.2156, 0.1714, -2.0236], [-0.8200, -0.3219, -1.8495], [-0.0815, 1.0175, -2.6362], [0.7836, -0.6645, -2.4495], [1.0139, 0.7849, -1.7600], [1.5071, 1.3378, 0.0256], [-0.1440, 2.4530, 2.0513], [-1.3233, 1.1463, 2.8971], [-0.6854, 0.7485, 4.5943], [-3.0623, 1.8640, 3.0215], [-1.2442, -0.4284, 1.8800], [-0.0205, -1.3888, 2.0559], [0.0648, -2.5117, 2.8607], [1.1243, -3.3835, 2.5692], [2.0729, -3.0950, 1.5887], [1.9923, -1.8936, 0.9527], [0.9742, -1.0517, 1.1752], [-2.7992, -1.3216, 1.3014], [-3.6595, -1.9031, 2.8699], [-3.9278, -0.2308, 0.2719], [-2.2983, -2.7938, 0.2608], [-0.8091, 3.2953, 1.8364], [0.5494, 2.4538, 1.1489], [0.5841, 2.6561, 2.8441], [-0.7066, 1.6453, 5.2382], [-1.3116, -0.0304, 5.0608], [0.3509, 0.3758, 4.5480], [-3.4281, 2.2156, 2.0516], [-3.7973, 1.1671, 3.4370], [-3.0025, 2.7328, 3.6947], [-0.6751, -2.7107, 3.6239], [1.1795, -4.3268, 3.1304], [2.8363, -3.7929, 1.3455], [2.7511, -1.5020, 0.2194], [-3.8932, -1.0783, 3.5470], [-4.5973, -2.4001, 2.5940], [-3.0353, -2.6242, 3.4065], [-3.4486, 0.1202, -0.6541], [-4.7900, -0.8590, -0.0135], [-4.3030, 0.6386, 0.8260], [-2.1093, -2.5173, -0.7867], [-1.3982, -3.2876, 0.6523], [-3.1230, -3.5252, 0.2728]],
  "lowdin_charge": [1.5370, -0.1005, 0.1066, 0.0709, 0.0852, -0.0135, -0.0569, -0.2001, 0.4417, -0.1445, -0.1427, -0.4986, -0.3452, 0.0137, 0.0291, -0.0059, -0.0719, -0.0764, 0.4324, -0.1443, -0.1624, -0.1494, 0.0851, -0.0244, 0.0942, 0.0631, 0.0642, 0.0527, 0.0348, 0.0487, 0.0622, 0.1293, 0.1449, 0.1241, 0.1567, 0.0275, 0.0542, 0.0353, 0.0262, 0.0643, 0.0235, 0.0354, 0.0311, 0.0625]
}


(2)
{
  "formula": "C21H19ClN2O7S",
  "method": "ωB97M-V/def2-TZVPD",
  "lumo_ev": -0.5,
  "multiplicity": 1,
  "homo_ev": -9.186,
  "e_above_lowest_ev": 0.000,
  "smiles": "O=C(OCCN1C(=O)c2ccccc2C1=O)c1cc(S(=O)(=O)N2CCOCC2)ccc1Cl",
  "e_tot_ev": -62756.5915,
  "symbols": ["O", "C", "O", "C", "C", "N", "C", "O", "C", "C", "C", "C", "C", "C", "C", "O", "C", "C", "C", "S", "O", "O", "N", "C", "C", "O", "C", "C", "C", "C", "C", "Cl", "H", "H", "H", "H", "H", "H", "H", "H", "H", "H", "H", "H", "H", "H", "H", "H", "H", "H", "H"],
  "coordinates": [[-3.9657, 1.5459, -1.0384], [-2.8158, 1.2046, -0.9722], [-2.3727, -0.0025, -1.3344], [-3.3479, -0.9676, -1.7221], [-2.6338, -2.3160, -1.7960], [-1.9609, -2.6008, -0.5510], [-0.5853, -2.4929, -0.3895], [0.1887, -2.2199, -1.2749], [-0.3311, -2.7723, 1.0402], [0.8493, -2.8236, 1.7509], [0.7672, -3.0815, 3.1159], [-0.4543, -3.2857, 3.7368], [-1.6451, -3.2476, 3.0165], [-1.5652, -2.9877, 1.6650], [-2.6278, -2.8729, 0.6411], [-3.8227, -2.9821, 0.7435], [-1.6859, 2.0297, -0.4521], [-0.5913, 1.3840, 0.1195], [0.4519, 2.1134, 0.6437], [1.8511, 1.2254, 1.3469], [1.3656, -0.0419, 1.8085], [2.5058, 2.1048, 2.2685], [2.9244, 0.9229, 0.1294], [2.6029, -0.0722, -0.8690], [2.0376, 0.5740, -2.1362], [2.8976, 1.5842, -2.6216], [3.1003, 2.5948, -1.6602], [3.7148, 2.0209, -0.3783], [0.4312, 3.4972, 0.6306], [-0.6447, 4.1557, 0.0641], [-1.7009, 3.4288, -0.4792], [-3.0046, 4.2776, -1.1923], [-4.1514, -0.9888, -0.9781], [-3.7748, -0.6981, -2.6933], [-1.8634, -2.2936, -2.5705], [-3.3649, -3.1007, -2.0042], [1.7991, -2.6632, 1.2687], [1.6731, -3.1146, 3.7009], [-0.4853, -3.4779, 4.7989], [-2.5997, -3.4099, 3.4925], [-0.5565, 0.3078, 0.1734], [1.8854, -0.7684, -0.4406], [3.5248, -0.6091, -1.1178], [1.9534, -0.1672, -2.9309], [1.0428, 0.9980, -1.9321], [3.7769, 3.3172, -2.1201], [2.1424, 3.0883, -1.4300], [3.7773, 2.7706, 0.4093], [4.7188, 1.6412, -0.5978], [1.2504, 4.0383, 1.0776], [-0.6813, 5.2332, 0.0398]],
  "lowdin_charge": [0.1060, -0.4574, 0.0055, -0.1177, -0.0743, 0.0412, -0.3535, 0.1210, -0.0779, -0.0101, -0.0498, -0.0524, 0.0109, -0.0718, -0.3475, 0.1381, -0.1086, 0.0063, -0.2458, 0.6787, -0.2690, -0.2737, -0.2284, -0.1520, -0.1724, -0.1201, -0.1801, -0.1533, -0.0482, -0.0724, -0.5784, 0.7780, 0.1320, 0.1403, 0.1327, 0.1397, 0.1189, 0.1118, 0.1077, 0.1223, 0.1172, 0.0861, 0.1392, 0.1328, 0.1189, 0.1304, 0.1149, 0.1165, 0.1354, 0.1217, 0.1106]
}


(3)
{
  "formula": "C3H8N3",
  "method": "ωB97M-V/def2-TZVPD",
  "lumo_ev": -3.6,
  "multiplicity": 1,
  "total_charge": 1,
  "homo_ev": -14.854,
  "e_above_lowest_ev": 3.627,
  "smiles": "NC(=[NH2+])N1CC1",
  "e_tot_ev": -7701.6511,
  "symbols": ["N", "C", "N", "N", "C", "C", "H", "H", "H", "H", "H", "H", "H", "H"],
  "coordinates": [[0.1485, -0.8471, -1.7781], [-0.3197, 0.0042, -0.9022], [-0.5830, 1.2184, -1.2182], [-0.7433, -0.2878, 0.8497], [0.2281, 0.4909, 1.6308], [0.3318, -0.9738, 1.5789], [0.2814, -1.7866, -1.6372], [0.3781, -0.4123, -2.6353], [-1.1052, 1.9768, -0.6220], [-0.4686, 1.5608, -2.1242], [-0.3858, 0.8712, 2.4307], [1.0575, 1.1229, 1.1681], [1.1777, -1.2545, 0.9170], [0.0025, -1.6831, 2.3420]],
  "lowdin_charge": [0.2454, -0.2307, 0.1950, 0.0411, -0.1692, -0.1494, 0.1114, 0.1306, 0.2172, 0.1109, 0.1103, 0.1466, 0.1170, 0.1237]
}


(4)
{
  "formula": "C16H20ClN3O6S",
  "method": "ωB97M-V/def2-TZVPD",
  "lumo_ev": -0.7,
  "multiplicity": 1,
  "homo_ev": -8.499,
  "e_above_lowest_ev": 2.556,
  "smiles": "CSCC[C@H](NC(=O)c1ccc([N+](=O)[O-])cc1Cl)C(=O)OCC(=O)N(C)C",
  "e_tot_ev": -57028.0501,
  "symbols": ["C", "S", "C", "C", "C", "N", "C", "O", "C", "C", "C", "C", "N", "O", "O", "C", "C", "Cl", "C", "O", "O", "C", "C", "O", "N", "C", "C", "H", "H", "H", "H", "H", "H", "H", "H", "H", "H", "H", "H", "H", "H", "H", "H", "H", "H", "H", "H"],
  "coordinates": [[5.0232, -3.2378, 1.6144], [4.8316, -1.5907, 0.8713], [3.5082, -0.9223, 1.9313], [2.1477, -1.5246, 1.6185], [1.6560, -1.1051, 0.2315], [1.0910, 0.2270, 0.2511], [1.6165, 1.2474, -0.4548], [2.6637, 1.1998, -1.0610], [0.7651, 2.4898, -0.4356], [0.4940, 3.1002, -1.6568], [-0.2830, 4.2392, -1.7270], [-0.7801, 4.7825, -0.5489], [-1.6043, 5.9692, -0.6026], [-1.8571, 6.4241, -1.6961], [-1.9944, 6.4303, 0.4467], [-0.4984, 4.2146, 0.6860], [0.2741, 3.0665, 0.7372], [0.6456, 2.3946, 2.2796], [0.5616, -2.0372, -0.2668], [0.2051, -3.0526, 0.2666], [0.0016, -1.5416, -1.3827], [-1.3078, -2.0011, -1.6450], [-2.2271, -1.3769, -0.5817], [-1.7691, -0.5972, 0.2372], [-3.5170, -1.7384, -0.6248], [-4.0437, -2.7003, -1.5650], [-4.4294, -1.2397, 0.3821], [4.1270, -3.8301, 1.4549], [5.2328, -3.1340, 2.6753], [5.8648, -3.7051, 1.1147], [3.5069, 0.1500, 1.7398], [3.7921, -1.1021, 2.9682], [1.4219, -1.1959, 2.3660], [2.1902, -2.6140, 1.6571], [2.4960, -1.0943, -0.4777], [0.1323, 0.2848, 0.5767], [0.9097, 2.6604, -2.5501], [-0.5080, 4.7156, -2.6685], [-0.8829, 4.6712, 1.5853], [-1.3503, -3.0944, -1.5923], [-1.5627, -1.6535, -2.6471], [-3.7485, -2.4565, -2.5856], [-5.1297, -2.6803, -1.5080], [-3.7033, -3.7128, -1.3323], [-5.2485, -0.6930, -0.0880], [-4.8347, -2.0662, 0.9682], [-3.8785, -0.5699, 1.0387]],
  "lowdin_charge": [-0.4027, 0.8116, -0.4755, -0.1950, -0.2169, 0.0976, -0.4664, 0.0925, -0.1268, 0.0132, 0.0207, -0.1417, -0.3622, 0.0869, 0.0878, -0.0112, -0.5740, 0.7534, -0.4301, 0.1440, 0.0206, -0.0692, -0.4155, 0.0655, -0.1454, -0.0414, -0.0288, 0.0256, 0.0328, 0.0255, 0.0695, 0.0764, 0.1262, 0.1022, 0.1367, 0.1086, 0.1285, 0.1216, 0.1195, 0.1336, 0.1413, 0.0911, 0.0920, 0.0999, 0.0947, 0.0966, 0.0868]
}